# 1
ORCA calculation (ωB97M-V with the def2-TZVPD basis set) on C3H3I2N as an isolated structure in a non-equilibrium geometry.

The geometry in ORCA input format:
```
! wB97M-V def2-TZVPD RIJCOSX def2/J DEFGRID3
* xyz 0 1
C 0.4269 -1.5926 -0.2642
C 0.1545 1.1368 -0.2598
C -0.3635 -0.6144 0.4029
N 1.1615 -2.1014 -0.9592
I -1.4354 1.9435 -1.4315
I -0.1684 -0.5981 2.4718
H 0.5009 1.6855 0.6932
H 1.0898 0.7982 -0.7330
H -1.3663 -0.6574 0.0798
*
```

Summary:
LUMO level = -0.131 eV
E_tot = -20848.80159 eV
Kohn-Sham gap = 0.351 Ha
HOMO = -9.68 eV
Relative energy (zero: lowest compared OMol25 entry of this formula, charge and spin) = 29.4 kcal per mole

Here are the natural (NBO) charges for atoms 1 to 5, given in e: atom 1 (C): 0.214, atom 2 (C): -0.540, atom 3 (C): -0.478, atom 4 (N): -0.279, atom 5 (I): 0.178

***

# 2
ORCA calculation (ωB97M-V with the def2-TZVPD basis set) on a 3-piece molecular cluster, C25H45IN2O9P2 overall in a non-equilibrium geometry.

The geometry in ORCA input format:
```
! wB97M-V def2-TZVPD RIJCOSX def2/J DEFGRID3
* xyz 0 1
C -2.7050 2.5520 3.9840
C -1.8006 1.6527 3.0329
O -0.8590 0.8489 3.7422
C -1.4612 -0.3603 4.2518
C -1.1257 -1.5974 3.3237
C -0.1631 -2.6765 3.9756
C 1.2313 -2.8543 3.2207
C 1.4702 -4.3200 2.6247
C 1.7436 -4.1350 1.0799
C 3.1154 -3.5772 0.7487
C 3.3989 -3.3475 -0.6442
O 4.6460 -2.8093 -1.0157
C 2.4066 -3.6760 -1.7369
N 2.8369 -3.4388 -3.0354
C 1.8938 -3.7108 -3.9700
P 2.4060 -3.4059 -5.7647
C 1.4415 -1.9842 -6.5160
C 2.2908 -4.9763 -6.7845
C 0.5295 -4.2236 -3.5942
I -0.8877 -4.5651 -5.2085
N 0.0759 -4.5112 -2.3531
C 1.0732 -4.2128 -1.4327
C 0.7503 -4.4656 0.0333
P -0.8475 -5.1797 0.6363
O -1.8345 -5.5049 -0.4293
O -1.6169 -4.2226 1.7557
O -0.5205 -6.6160 1.4497
H -3.6426 1.9735 4.1949
H -2.1425 2.7023 4.9422
H -2.9992 3.5312 3.4882
H -2.4833 1.0222 2.3814
H -1.2667 2.3583 2.3331
H -1.1350 -0.5630 5.3138
H -2.5796 -0.1995 4.1890
H -2.1096 -2.1168 3.1119
H -0.7417 -1.2891 2.3053
H -0.6239 -3.6991 4.0516
H 0.0858 -2.3111 5.0180
H 1.2245 -2.1081 2.3699
H 2.0656 -2.5499 3.9194
H 0.6511 -5.0456 2.8467
H 2.4520 -4.6884 3.0487
H 3.8324 -3.3621 1.5712
H 5.2465 -3.5796 -0.9660
H 0.4931 -1.7310 -5.9535
H 2.0960 -1.0687 -6.4071
H 1.2575 -2.1093 -7.6203
H 2.2544 -5.8890 -6.1228
H 1.3634 -4.9884 -7.4153
H 3.2174 -5.0813 -7.4192
H -2.1366 -3.5316 1.2974
H 0.1761 -7.0884 0.9568
C 3.8041 2.7122 -0.4875
O 2.6914 1.8319 -0.4775
C 1.8309 2.0288 -1.5942
C 2.0477 0.9613 -2.6549
O 3.3305 1.0822 -3.2580
C 4.2550 0.1240 -2.7594
H 4.5174 2.3645 0.2603
H 4.3012 2.7267 -1.4601
H 3.4817 3.7237 -0.2201
H 1.9613 3.0303 -2.0170
H 0.8042 1.9504 -1.2221
H 1.3079 1.1023 -3.4499
H 1.9054 -0.0410 -2.2363
H 4.0125 -0.8668 -3.1556
H 4.2594 0.0938 -1.6676
H 5.2521 0.4027 -3.1022
C -6.2035 8.0771 1.4407
O -5.0741 8.1671 0.5857
C -3.8617 8.3698 1.3039
C -3.0636 7.0809 1.4169
O -3.7295 6.1296 2.2412
C -4.3824 5.1206 1.4869
H -7.0453 7.7116 0.8521
H -6.0321 7.3843 2.2678
H -6.4544 9.0679 1.8324
H -4.0594 8.7939 2.2936
H -3.2736 9.0976 0.7362
H -2.1057 7.3030 1.8976
H -2.8544 6.6621 0.4273
H -3.6399 4.4350 1.0648
H -4.9933 5.5422 0.6858
H -5.0328 4.5602 2.1595
*
```

Summary:
LUMO level = -1.039 eV
E_tot = -74736.10270 eV
Kohn-Sham gap = 0.253 Ha
HOMO = -7.93 eV
Relative energy (zero: lowest compared OMol25 entry of this formula, charge and spin) = 73.8 kcal per mole

Here are the Löwdin charges for atoms 1 to 5, given in e: atom 1 (C): -0.072, atom 2 (C): -0.282, atom 3 (O): -0.187, atom 4 (C): -0.194, atom 5 (C): -0.168